DFT (ωB97M-V with the def2-TZVPD basis set) results for a structure of composition C6H11N3O2 at a distorted geometry.

Each line ends with the Löwdin charge.
CARTESIAN COORDINATES (ANGSTROEM)
C (-1.9874, -1.3333, -0.2794)  -0.54
C (0.7184, 1.6703, -0.0386)  -0.06
C (0.1522, 0.5310, -0.7745)  -0.05
C (1.3701, 0.2165, -0.0472)  -0.47
C (1.2708, -0.4415, 1.3275)  -0.03
C (2.6183, -0.0568, -0.8431)  -0.01
N (-2.3963, 0.9909, 0.0987)  -0.11
N (-3.2981, -1.3788, 0.2273)  0.14
N (-1.5850, 0.0002, -0.2196)  0.06
O (-1.3918, -2.2485, -0.8494)  0.06
O (-2.1031, 2.1726, 0.0648)  -0.02
H (1.1032, 2.5853, -0.6019)  0.14
H (0.3208, 1.9297, 0.9411)  0.10
H (0.0706, 0.4642, -1.8864)  0.15
H (2.1798, -0.1718, 1.9551)  0.12
H (1.2188, -1.5003, 1.1867)  0.08
H (0.3676, -0.3286, 1.7974)  0.04
H (2.4448, 0.0518, -1.8620)  0.06
H (2.9737, -1.0145, -0.4335)  0.10
H (3.2752, 0.7001, -0.4692)  0.08
H (-3.7419, -0.4877, 0.3097)  0.06
H (-3.5807, -2.3509, 0.3966)  0.12

The frontier orbital gap is 9.3117 eV. The calculation puts the LUMO energy at 0.45 eV. The energy relative to the best compared isomer or geometry (same formula, charge and spin) is 370.9 kJ/mol.

---

DFT (ωB97M-V with the def2-TZVPD basis set) results for an isolated molecule of C6H11N3O2 at a distorted geometry.

Each line ends with the Löwdin charge.
CARTESIAN COORDINATES (ANGSTROEM)
C (-0.0691, -1.4017, 0.8413)  -0.29
C (-0.8125, 1.5968, -0.1751)  -0.48
C (-1.0308, -1.7471, -0.2487)  -0.05
C (-0.6783, -0.6649, -1.2999)  -0.06
C (0.1393, 0.4273, -0.5637)  -0.33
C (1.3911, 1.0296, -1.2730)  0.03
N (0.5352, -0.2402, 0.6378)  -0.17
N (0.0517, -2.0424, 2.0154)  0.17
N (-0.3038, 2.2479, 0.8968)  0.18
O (1.3342, 0.3228, 1.4850)  -0.12
O (-1.8075, 1.8380, -0.8071)  0.08
H (-1.0729, -2.8374, -0.4098)  0.12
H (-2.0845, -1.6195, 0.1190)  0.14
H (-0.1098, -0.9409, -2.1059)  0.09
H (-1.4619, -0.1960, -1.7966)  0.09
H (2.1595, 0.2606, -1.3213)  0.10
H (1.8615, 1.7996, -0.7410)  0.06
H (0.9913, 1.4816, -2.0866)  0.06
H (0.4303, -2.9886, 1.8549)  0.13
H (0.6638, -1.5954, 2.5966)  0.05
H (0.6060, 2.1390, 1.3643)  0.11
H (-0.7329, 3.1311, 1.0177)  0.10

The frontier orbital gap is 8.7682 eV. The calculation puts the LUMO energy at 0.78 eV. The energy relative to the best compared isomer or geometry (same formula, charge and spin) is 72.3 kJ/mol.

---

DFT (ωB97M-V with the def2-TZVPD basis set) results for an isolated molecule of C6H11N3O4S2 at a distorted geometry.

Each line ends with the Löwdin charge.
CARTESIAN COORDINATES (ANGSTROEM)
C (-0.4596, 1.2793, 1.2677)  -0.06
C (-0.2784, 0.0283, 0.4729)  -0.31
C (0.0712, 2.3568, 0.6254)  -0.16
C (0.8272, 1.4000, -1.3102)  -0.08
C (0.6445, -0.0018, -0.7223)  -0.44
C (0.3081, -1.0182, -1.8295)  -0.02
N (0.5581, 2.4419, -0.6284)  0.09
N (-3.1619, -0.0587, 1.2212)  -0.06
N (1.9556, -1.8265, 0.9289)  -0.07
O (-2.3202, 0.6667, -1.0390)  -0.28
O (-2.2273, -1.7036, -0.3660)  -0.30
O (3.3118, -0.5502, -0.8102)  -0.28
O (2.4728, 0.7214, 1.1274)  -0.26
S (-2.0666, -0.3331, -0.0591)  0.63
S (2.2730, -0.2950, 0.1334)  0.67
H (-0.8825, 1.1598, 2.1800)  0.08
H (-0.0068, -0.7837, 1.1249)  0.10
H (0.1402, 3.3891, 1.1173)  0.14
H (1.1414, 1.5769, -2.2781)  0.11
H (0.7293, -0.8227, -2.8716)  0.13
H (-0.7192, -1.4625, -1.7562)  0.08
H (0.8353, -1.8292, -1.5293)  0.03
H (-3.8372, -0.7827, 1.0204)  0.05
H (-3.6399, 0.8176, 1.3418)  0.07
H (2.2395, -2.7317, 0.6706)  0.05
H (2.0914, -1.6381, 1.9680)  0.10

The frontier orbital gap is 8.8660 eV. The calculation puts the LUMO energy at -0.23 eV. The energy relative to the best compared isomer or geometry (same formula, charge and spin) is 34.5 kJ/mol.

---

DFT (ωB97M-V with the def2-TZVPD basis set) results for a cluster of 2 separate species, C6H11N3OS in total at a distorted geometry.

Each line ends with the Löwdin charge.
CARTESIAN COORDINATES (ANGSTROEM)
C (-2.2437, 1.0989, -2.0478)  -0.24
C (-3.1314, 1.9640, -1.4607)  -0.38
C (1.9980, -1.0038, -0.4292)  -0.21
C (0.8607, -1.5088, 1.5920)  -0.20
C (1.7585, 0.4889, -0.1702)  -0.21
C (0.6426, -0.0077, 1.8200)  -0.21
N (-2.4085, 0.1280, -0.0929)  -0.37
N (-1.8828, 0.0973, -1.2337)  -0.10
N (0.9642, -1.8267, 0.1767)  -0.07
O (1.6670, 0.7576, 1.2142)  -0.14
S (-3.4351, 1.4107, 0.1224)  0.99
H (-1.8403, 1.1545, -3.0405)  0.10
H (-3.5852, 2.8465, -1.8587)  0.06
H (2.0296, -1.2002, -1.5022)  0.11
H (2.9533, -1.2967, 0.0163)  0.12
H (1.7970, -1.8178, 2.0678)  0.12
H (0.0344, -2.0764, 2.0248)  0.12
H (2.5882, 1.0949, -0.5396)  0.12
H (0.8285, 0.8018, -0.6733)  0.11
H (-0.3357, 0.2807, 1.4042)  0.09
H (0.6704, 0.2417, 2.8826)  0.12
H (0.0701, -1.6274, -0.2722)  0.09

The frontier orbital gap is 8.2936 eV. The calculation puts the LUMO energy at 0.17 eV. The energy relative to the best compared isomer or geometry (same formula, charge and spin) is 174.4 kJ/mol.

---

DFT (ωB97M-V with the def2-TZVPD basis set) results for the ion C6H11NO with charge -1 at a distorted geometry.

Each line ends with the Löwdin charge.
CARTESIAN COORDINATES (ANGSTROEM)
O (0.5551, 0.7332, 3.4921)  -0.25
C (0.0790, -0.0248, 2.5816)  -0.49
C (-0.4569, 0.5399, 1.2664)  -0.27
C (0.6608, 1.0491, 0.3601)  -0.25
C (1.2097, 0.0007, -0.6190)  -0.25
N (-1.5190, -1.0077, -3.0117)  0.01
C (-0.7114, -0.9983, -1.8680)  -0.21
C (0.3789, -0.2091, -1.8479)  -0.15
H (0.2107, -1.1135, 2.5975)  0.02
H (-1.1819, 1.3406, 1.5175)  0.08
H (-1.1672, -0.1432, 0.7863)  0.07
H (1.5192, 1.3483, 0.9728)  0.10
H (0.4179, 1.9977, -0.1551)  0.09
H (1.4072, -0.9412, -0.0924)  0.10
H (2.2261, 0.3192, -0.9131)  0.09
H (-2.2208, -1.7110, -3.1574)  0.06
H (-1.2354, -0.5383, -3.8499)  0.06
H (-0.9733, -1.5892, -1.0076)  0.10
H (0.6154, 0.3708, -2.7375)  0.09

As for the expectation value of S²: 0.75. The frontier orbital gap (alpha / beta) is 2.8676 / 6.3561 eV. The total charge is -1. The calculation puts the LUMO energy (alpha / beta) at 3.48 / 3.48 eV. Its spin multiplicity is 2. The energy relative to the best compared isomer or geometry (same formula, charge and spin) is 110.4 kJ/mol.

---

DFT (ωB97M-V with the def2-TZVPD basis set) results for a structure of composition C6H11NO at a distorted geometry.

Each line ends with the Löwdin charge.
CARTESIAN COORDINATES (ANGSTROEM)
C (-0.6754, -0.9292, 1.4039)  -0.03
C (-0.2138, -0.7695, -0.1755)  -0.24
C (-1.5334, -0.7931, -0.7599)  -0.14
C (-1.0218, 0.5717, -0.5842)  -0.26
C (1.0123, 1.2721, 0.3482)  -0.16
C (1.2092, -0.0842, -0.4624)  -0.30
H (0.2603, -0.5328, 1.9509)  0.11
H (-1.5869, -0.4408, 1.6750)  0.06
H (-0.9795, -1.9053, 1.5770)  0.04
H (-2.3434, -1.2622, -0.1549)  0.11
H (-1.7851, -0.8399, -1.8912)  0.14
H (-0.7461, 0.6913, -1.5975)  0.09
H (-0.3843, 2.5590, -0.0181)  0.15
H (1.4724, 1.9896, -0.2445)  0.08
H (1.6053, 1.2773, 1.1761)  0.08
H (1.1617, 0.2050, -1.6203)  0.17
H (2.7143, -1.6185, -0.9533)  0.25
N (-0.4576, 1.5392, 0.3780)  -0.02
O (2.2919, -0.9299, -0.0473)  -0.13

The frontier orbital gap is 8.5792 eV. The calculation puts the LUMO energy at 0.43 eV. The energy relative to the best compared isomer or geometry (same formula, charge and spin) is 731.7 kJ/mol.

---

DFT (ωB97M-V with the def2-TZVPD basis set) results for an isolated molecule of C6H11NO at a distorted geometry.

Each line ends with the Löwdin charge.
CARTESIAN COORDINATES (ANGSTROEM)
C (0.3888, -0.9287, 0.4794)  -0.50
C (-0.1989, -2.0488, -0.3586)  -0.07
C (-0.3837, -0.7911, -1.5036)  -0.06
C (-0.1031, 0.2594, -0.3930)  -0.57
C (0.8543, 1.4572, -0.2417)  -0.13
C (0.5858, 2.6935, 0.0671)  -0.02
H (-0.3989, -0.0651, 2.1897)  0.22
H (0.4762, -1.8452, 2.3013)  0.08
H (1.3813, -1.0038, -0.0834)  0.14
H (-1.2261, -2.4607, -0.1764)  0.11
H (0.5540, -2.8028, -0.6826)  0.10
H (0.4203, -0.5936, -2.3019)  0.12
H (-1.2700, -0.9405, -2.0541)  0.07
H (-2.1647, 0.6680, -0.7876)  0.26
H (1.9085, 1.0558, -0.5471)  0.14
H (1.3207, 3.4242, -0.2990)  0.06
H (-0.5273, 2.9963, 0.4853)  0.13
N (0.4988, -0.8982, 1.8721)  0.04
O (-1.3530, 0.5008, 0.0692)  -0.11

The frontier orbital gap is 9.2314 eV. The calculation puts the LUMO energy at 0.60 eV. The energy relative to the best compared isomer or geometry (same formula, charge and spin) is 608.7 kJ/mol.

---

DFT (ωB97M-V with the def2-TZVPD basis set) results for a structure of composition C6H11NO at a distorted geometry.

Each line ends with the Löwdin charge.
CARTESIAN COORDINATES (ANGSTROEM)
C (-1.0277, 1.9355, -1.1482)  -0.03
C (0.4401, -0.1704, -1.2241)  -0.17
C (0.6526, -1.5221, -0.4751)  -0.18
C (1.0693, -1.2541, 0.8652)  -0.23
C (-0.0884, -0.6614, 1.5829)  -0.07
C (-0.7469, 0.5867, 0.9687)  -0.45
H (-0.2982, 2.4051, -1.4040)  -0.05
H (-1.7401, 2.7173, -0.3304)  0.18
H (-1.8832, 1.4173, -1.8213)  0.13
H (0.0300, -0.2155, -2.2848)  0.11
H (1.6763, 0.3807, -1.6041)  0.19
H (-0.0615, -2.0952, -0.3198)  0.04
H (1.5009, -1.6970, -1.1563)  0.12
H (1.7822, -0.7073, 0.9193)  0.01
H (1.4580, -2.1484, 1.5661)  0.18
H (-0.0259, 0.0994, 2.9446)  0.25
H (-0.8784, -1.2129, 1.8604)  0.05
N (-0.4431, 0.7281, -0.4617)  -0.13
O (-1.4161, 1.4141, 1.5226)  0.03

The frontier orbital gap is 9.6585 eV. The calculation puts the LUMO energy at 0.76 eV. The energy relative to the best compared isomer or geometry (same formula, charge and spin) is 755.1 kJ/mol.

---

DFT (ωB97M-V with the def2-TZVPD basis set) results for a structure of composition C6H11NO at a distorted geometry.

Each line ends with the Löwdin charge.
CARTESIAN COORDINATES (ANGSTROEM)
C (0.1283, -0.2975, -0.7309)  -0.28
C (-1.2296, 1.5191, 1.0440)  -0.02
C (0.6910, 0.9957, -1.3021)  -0.09
C (1.1576, -1.4027, -0.8552)  -0.10
C (-0.7664, -0.9228, 1.0034)  -0.08
C (-0.1905, 0.4100, 1.1530)  -0.59
N (-0.9213, -2.1031, 1.1738)  0.22
O (0.8731, 0.5412, 1.7981)  -0.01
H (-0.8095, -0.5349, -1.2395)  0.12
H (-1.3167, -2.5251, 2.0059)  0.10
H (-0.7559, 2.3929, 0.6010)  0.08
H (-2.0966, 1.2580, 0.4335)  0.09
H (-1.5676, 1.7774, 2.0475)  0.09
H (1.5740, 1.3112, -0.7449)  0.09
H (1.9665, -1.2043, -0.1503)  0.09
H (1.0040, 0.8281, -2.3363)  0.08
H (-0.0316, 1.8083, -1.3465)  0.07
H (0.7461, -2.3953, -0.6791)  0.06
H (1.5452, -1.4562, -1.8753)  0.08

The frontier orbital gap is 8.9801 eV. The calculation puts the LUMO energy at 0.76 eV. The energy relative to the best compared isomer or geometry (same formula, charge and spin) is 381.3 kJ/mol.

---

DFT (ωB97M-V with the def2-TZVPD basis set) results for an isolated molecule of C6H11NO at a distorted geometry.

Each line ends with the Löwdin charge.
CARTESIAN COORDINATES (ANGSTROEM)
C (-2.7841, -0.5371, -0.3471)  -0.07
C (-1.4904, -0.1129, 0.4166)  -0.29
C (0.3790, 0.8275, 0.3059)  -0.35
C (1.7299, 0.9165, -0.3697)  -0.13
C (2.2454, -0.4921, -0.0665)  -0.15
C (-0.0113, -0.5355, -0.1537)  -0.27
H (-2.6853, 0.1670, -1.2632)  0.10
H (-2.4976, -1.5746, -0.6386)  0.08
H (-3.6959, -0.4184, 0.3006)  0.08
H (-1.5431, -0.2700, 1.5482)  0.15
H (-1.1761, 1.8796, 0.7872)  0.11
H (0.4383, 0.8254, 1.4119)  0.16
H (2.3838, 1.8650, -0.1007)  0.15
H (1.4338, 1.0694, -1.4538)  0.13
H (2.8671, -0.8829, -0.8317)  0.10
H (2.8186, -0.4464, 0.8782)  0.12
H (-0.3898, -0.6375, -1.1492)  0.14
N (-1.0021, 1.2811, -0.0421)  0.03
O (1.0813, -1.3679, 0.2617)  -0.08

The frontier orbital gap is 10.5177 eV. The calculation puts the LUMO energy at 1.02 eV. The energy relative to the best compared isomer or geometry (same formula, charge and spin) is 412.3 kJ/mol.